Record 1
{
  "formula": "C2H10NO3",
  "method": "ωB97M-V with the def2-TZVPD basis set",
  "species": ["C", "N", "C", "O", "H", "H", "H", "H", "H", "H", "H", "H", "O", "H", "H", "O"],
  "xyz": [[1.5398, -1.3366, 1.6803], [0.3340, -0.5631, 1.5131], [0.4940, 0.5787, 0.4711], [0.8256, 0.1752, -0.7921], [1.2677, -2.0141, 2.4927], [2.5355, -0.7710, 1.8242], [1.6704, -1.8496, 0.6727], [-0.4080, -1.2123, 1.1478], [1.1993, 1.2512, 0.9291], [-0.4948, 1.1389, 0.5929], [-1.1829, 2.4037, -0.9417], [-0.1978, 1.4978, -1.7433], [-1.0434, 1.9790, -1.8676], [-0.9188, -0.5575, -0.7705], [-2.1076, -1.0644, -1.4709], [-1.7702, -0.9460, -0.6194]],
  "atomic_forces_ev_per_a": [[0.6, -0.4, -2.0], [-0.9, 1.7, -0.7], [-1.0, -1.4, 0.2], [-0.8, 0.5, 0.8], [0.9, -0.4, 0.0], [-1.8, -0.4, 0.3], [0.5, -0.2, 1.3], [1.0, 1.0, 0.4], [1.0, 0.4, 0.4], [0.5, -0.6, -0.4], [0.4, -1.3, -2.5], [0.1, -0.5, 0.4], [-0.5, 1.7, 2.1], [2.0, 0.8, -0.4], [-0.9, -0.2, -2.0], [-1.0, -0.7, 2.1]],
  "lowdin_charge": [-0.217, -0.157, -0.499, -0.337, 0.048, 0.086, 0.071, 0.076, 0.068, 0.082, 0.058, -0.016, -0.155, -0.041, -0.005, -0.060],
  "lumo_ev": 4.260,
  "e_above_lowest_ev": 1.0738,
  "e_homo_ha": -0.13167,
  "homo_lumo_gap_ev": 7.84,
  "charge": -1,
  "energy_ev": -9868.6970
}

Record 2
{
  "formula": "C2H10NO3",
  "method": "ωB97M-V with the def2-TZVPD basis set",
  "species": ["O", "C", "C", "N", "H", "H", "H", "H", "H", "H", "H", "H", "O", "H", "H", "O"],
  "xyz": [[-1.4703, 1.7974, -0.0992], [-0.3672, 1.9971, -0.5394], [0.6954, 1.0314, 0.2722], [-0.1662, 0.5348, 1.5660], [-0.1410, 2.6191, -1.3486], [1.0880, 0.1968, -0.2861], [1.5022, 1.5638, 0.7825], [0.5092, -0.3093, 2.2152], [-0.2613, 1.4213, 2.0993], [-1.1625, 0.4175, 1.2194], [1.6103, -1.2415, 4.1846], [0.2157, -1.8515, 3.9103], [0.9233, -1.2557, 3.6107], [-0.6430, -2.7232, -5.3691], [-1.1921, -2.2073, -6.6382], [-1.1404, -1.9907, -5.5795]],
  "atomic_forces_ev_per_a": [[-0.4, 1.2, -1.0], [0.0, -3.9, 3.6], [-1.5, 1.3, 1.6], [2.5, -0.5, -0.7], [0.7, 1.1, -1.3], [-0.2, -0.3, -0.2], [0.1, 0.1, -0.6], [-2.7, 2.3, -1.4], [0.3, -0.9, 0.1], [1.3, -0.7, 0.5], [3.3, -0.1, 2.9], [0.6, 0.2, 0.1], [-4.0, 0.1, -3.5], [1.9, -2.7, 1.4], [-0.1, 1.3, 3.8], [-1.7, 1.4, -5.2]],
  "lowdin_charge": [0.048, -0.103, -0.020, 0.094, 0.116, 0.108, 0.111, 0.233, 0.142, 0.143, 0.015, 0.100, 0.014, -0.042, 0.138, -0.095],
  "lumo_ev": -3.508,
  "e_above_lowest_ev": 2.6459,
  "e_homo_ha": -0.49390,
  "homo_lumo_gap_ev": 9.93,
  "charge": 1,
  "energy_ev": -9859.9807
}

Record 3
{
  "formula": "C2H10NO4",
  "method": "ωB97M-V with the def2-TZVPD basis set",
  "species": ["O", "C", "O", "C", "N", "H", "H", "H", "H", "H", "H", "H", "H", "O", "H", "H", "O"],
  "xyz": [[0.8874, -0.5449, -2.3350], [0.1404, 0.3563, -2.0706], [1.6102, 1.7815, -0.1494], [-1.0920, 0.2141, -1.2654], [-1.6444, -1.0109, -0.9326], [2.2868, 2.4414, 0.0222], [0.4286, 1.3510, -2.4254], [-1.8060, 1.0439, -1.3939], [-2.4032, -1.1923, -1.5952], [0.9194, -0.4463, 0.3828], [-1.7517, -1.0622, 0.1012], [0.0730, -0.9918, 1.9716], [1.5221, 0.1840, 2.9013], [1.1747, 0.1870, 1.9948], [1.4839, 1.1962, 0.6177], [-1.1080, -1.9748, 2.4676], [-0.7211, -1.5321, 1.7083]],
  "atomic_forces_ev_per_a": [[-0.9, -0.7, 0.3], [3.5, 1.1, 0.5], [-0.9, -0.6, -0.9], [-2.9, -1.6, -0.9], [1.8, 2.1, -0.8], [0.1, -0.2, 0.3], [-0.8, 0.3, -0.1], [0.2, 0.0, -0.4], [-1.1, 0.3, 1.2], [1.7, 0.2, 3.9], [0.3, -1.3, 0.3], [-0.9, -0.3, 0.5], [1.2, -1.5, -0.5], [-2.1, 0.9, -3.7], [0.7, 1.0, 0.8], [0.1, 0.0, 0.1], [0.0, 0.2, -0.6]],
  "lowdin_charge": [0.195, -0.211, -0.060, 0.117, 0.134, 0.069, 0.146, 0.157, 0.150, 0.447, 0.121, -0.038, 0.064, -0.208, -0.048, 0.063, -0.099],
  "lumo_ev": -8.934,
  "e_above_lowest_ev": 10.9343,
  "e_homo_ha": -0.55361,
  "homo_lumo_gap_ev": 6.13,
  "charge": 1,
  "energy_ev": -11899.6633
}

Record 4
{
  "formula": "C2H10NO4",
  "method": "ωB97M-V with the def2-TZVPD basis set",
  "species": ["O", "C", "O", "C", "N", "H", "H", "H", "H", "H", "H", "H", "H", "O", "H", "H", "O"],
  "xyz": [[0.7823, 0.4494, 1.3120], [-0.1083, -0.3439, 1.3233], [-1.2304, -0.2911, 2.0438], [-0.2689, -1.5063, 0.3424], [-0.6115, -1.0090, -1.0266], [-1.2006, 0.2449, 2.8514], [0.6487, -2.0890, 0.2941], [-1.0270, -2.2229, 0.6340], [0.2279, -0.8613, -1.6154], [-1.3077, -1.5424, -1.5399], [-0.9898, -0.0456, -0.9240], [-0.8547, 2.6434, -0.4778], [0.2391, 1.7401, -0.0645], [-0.5339, 1.7460, -0.6559], [2.6105, 0.6919, -1.9378], [1.4205, 1.2086, -2.4752], [1.8242, 0.3272, -2.3800]],
  "atomic_forces_ev_per_a": [[0.5, -0.2, 0.3], [-1.3, 0.0, -0.3], [0.1, -0.5, 0.5], [0.4, -1.1, -0.2], [0.3, 1.3, -0.1], [0.3, 0.4, -0.2], [0.2, 0.3, -0.1], [-0.3, 0.3, 0.3], [0.0, -0.1, 0.1], [0.1, -0.4, 0.1], [0.0, 0.0, -0.2], [-0.5, -0.2, -0.4], [0.0, -0.4, -0.2], [0.4, 0.8, 0.4], [0.4, -1.1, 0.0], [-0.7, -0.5, -0.5], [0.1, 1.4, 0.6]],
  "lowdin_charge": [0.134, -0.507, 0.150, -0.023, 0.208, 0.156, 0.149, 0.139, 0.136, 0.178, 0.125, 0.090, 0.044, -0.045, 0.070, 0.052, -0.055],
  "lumo_ev": -3.346,
  "e_above_lowest_ev": 0.3780,
  "e_homo_ha": -0.57022,
  "homo_lumo_gap_ev": 12.17,
  "charge": 1,
  "energy_ev": -11910.2197
}

Record 5
{
  "formula": "C2H10NO5",
  "method": "ωB97M-V with the def2-TZVPD basis set",
  "species": ["O", "C", "N", "C", "O", "H", "H", "H", "H", "H", "H", "O", "H", "H", "O", "H", "H", "O"],
  "xyz": [[-1.2620, -1.0771, 2.6034], [-0.8692, -0.3330, 1.7108], [-0.1994, -0.8269, 0.6339], [0.1495, -0.0665, -0.6374], [-0.5592, 1.0571, -0.7951], [-0.8401, 0.7612, 1.6880], [-0.1855, -1.8392, 0.6810], [-0.1865, -0.7330, -1.4530], [1.2687, 0.0911, -0.6249], [-0.3812, 1.1187, -2.4977], [0.3416, 1.7337, -3.6443], [-0.2787, 1.0056, -3.4765], [0.7218, -3.4079, 3.3663], [0.5072, -3.3328, 4.9061], [1.1348, -3.5513, 4.2158], [-0.3171, 3.2790, -2.7472], [0.4483, 2.6766, -1.6602], [0.5069, 3.4445, -2.2690]],
  "atomic_forces_ev_per_a": [[-0.5, 0.3, 0.5], [1.8, -0.6, -1.4], [-0.6, 0.3, 0.7], [-0.6, -0.1, -0.2], [0.5, 1.0, 0.3], [-0.7, 0.1, 0.3], [0.2, 0.1, -0.5], [0.9, -0.7, 0.1], [-0.6, -0.4, -0.1], [-0.5, -0.6, 0.5], [-0.1, -0.5, -0.3], [0.4, 0.6, -0.4], [-0.5, 0.3, -0.1], [-0.3, 0.2, -0.3], [0.7, -0.4, 0.3], [0.0, 0.4, 0.0], [0.1, 0.2, 0.4], [-0.3, -0.4, 0.0]],
  "lowdin_charge": [-0.070, -0.389, 0.030, -0.449, -0.308, 0.122, 0.112, 0.094, 0.106, -0.039, 0.005, -0.128, 0.019, 0.029, -0.063, 0.023, 0.010, -0.104],
  "lumo_ev": 3.496,
  "e_above_lowest_ev": 1.8012,
  "e_homo_ha": -0.15674,
  "homo_lumo_gap_ev": 7.76,
  "charge": -1,
  "energy_ev": -13965.0577
}

Record 6
{
  "formula": "C2H10NO5",
  "method": "ωB97M-V with the def2-TZVPD basis set",
  "species": ["O", "C", "N", "C", "O", "H", "H", "H", "H", "H", "H", "O", "H", "H", "O", "H", "H", "O"],
  "xyz": [[1.7482, 1.9517, 1.9138], [0.7786, 1.9309, 1.1415], [0.4792, 0.9480, 0.2798], [-0.9357, 0.7203, -0.2989], [-1.3207, -0.5223, 0.0626], [0.2138, 2.8660, 1.2353], [1.0760, 0.1439, 0.3694], [-0.7566, 0.6371, -1.4082], [-1.6221, 1.5112, 0.0840], [-0.1940, -1.2856, -1.0765], [0.3851, -2.0470, -2.2169], [0.5497, -1.9425, -1.2642], [3.6577, -0.3830, -0.5288], [2.5817, -1.6937, -0.5632], [2.9853, -0.9060, -0.9564], [-2.8062, -0.5732, 0.3218], [-3.2314, -0.7001, 1.8944], [-3.5886, -0.6556, 1.0104]],
  "atomic_forces_ev_per_a": [[0.1, -0.6, -0.4], [1.2, 0.1, 0.9], [-1.3, 1.9, 0.4], [1.4, -1.8, -0.2], [0.0, 0.2, -0.5], [-1.1, -0.4, -0.9], [0.0, -0.4, -0.2], [-0.4, 1.5, 0.4], [0.6, 0.1, -0.5], [0.4, -0.9, 1.3], [0.6, -0.3, 0.3], [-1.2, 0.5, -1.2], [0.0, -0.7, 1.0], [0.4, 0.7, 0.4], [-0.3, 0.2, -1.5], [-0.1, -0.3, 1.9], [0.6, 0.0, -0.2], [-1.0, 0.2, -1.1]],
  "lowdin_charge": [-0.084, -0.410, 0.068, -0.368, -0.306, 0.115, 0.099, 0.099, 0.112, 0.009, 0.036, -0.115, 0.024, 0.023, -0.089, -0.010, -0.015, -0.186],
  "lumo_ev": 3.669,
  "e_above_lowest_ev": 2.3621,
  "e_homo_ha": -0.16672,
  "homo_lumo_gap_ev": 8.21,
  "charge": -1,
  "energy_ev": -13964.4968
}

Record 7
{
  "formula": "C2H10NO5",
  "method": "ωB97M-V with the def2-TZVPD basis set",
  "species": ["O", "C", "N", "C", "O", "H", "H", "H", "H", "H", "H", "O", "H", "H", "O", "H", "H", "O"],
  "xyz": [[2.3199, -0.8615, 1.7554], [1.4026, -0.1117, 1.4001], [1.1544, 0.0512, 0.0716], [-0.3011, 0.7402, -0.3609], [-1.4152, 0.0394, -0.4744], [0.6501, 0.3046, 2.1236], [1.6823, -0.4024, -0.6927], [-0.0511, 1.1266, -1.4017], [-0.4959, 1.2742, 0.5294], [-2.0968, -2.7402, -1.2822], [-1.7948, -1.1114, -1.3796], [-2.2405, -1.8934, -1.8168], [1.9121, 2.8268, -0.9100], [2.6511, 1.4685, -1.0689], [2.7787, 2.4394, -0.8956], [-1.4929, -0.8659, 1.0212], [-2.7620, -1.1149, 1.5208], [-1.9012, -1.1696, 1.8607]],
  "atomic_forces_ev_per_a": [[-0.4, 1.0, 0.8], [1.0, -2.5, -1.4], [-2.7, 1.3, -0.5], [0.6, -1.5, -1.4], [0.5, -1.2, 0.0], [0.6, 0.1, -0.7], [-0.3, -0.1, 1.4], [0.3, 0.7, 1.4], [0.9, 2.3, 0.7], [-0.1, 2.3, -1.0], [0.1, -0.1, 0.5], [-0.2, -2.6, 0.2], [-0.7, 0.0, 0.0], [-0.1, 1.6, 0.6], [0.9, -1.3, -0.5], [0.5, 0.3, -0.2], [-2.3, 0.0, -0.2], [1.6, -0.3, 0.6]],
  "lowdin_charge": [-0.068, -0.396, 0.018, -0.348, -0.277, 0.136, 0.120, 0.110, 0.075, 0.041, -0.059, -0.179, 0.006, 0.033, -0.088, -0.019, -0.014, -0.091],
  "lumo_ev": 3.690,
  "e_above_lowest_ev": 2.5532,
  "e_homo_ha": -0.18486,
  "homo_lumo_gap_ev": 8.72,
  "charge": -1,
  "energy_ev": -13964.3057
}

Record 8
{
  "formula": "C2H10NOS",
  "method": "ωB97M-V with the def2-TZVPD basis set",
  "species": ["C", "C", "S", "N", "H", "H", "H", "H", "H", "H", "H", "H", "H", "H", "O"],
  "xyz": [[0.3109, -1.2483, 0.0675], [1.6807, -0.5783, -0.0028], [1.4911, 1.2235, -0.2849], [-0.6861, -0.5676, -0.7952], [-0.0755, -1.1298, 1.0815], [0.3903, -2.2935, -0.1471], [2.1456, -0.8750, -0.9487], [2.3706, -0.7714, 0.8072], [0.5162, 1.3718, 0.6230], [-1.3171, 0.0533, -0.2624], [-1.3360, -1.1859, -1.2929], [-0.2651, 0.1132, -1.4407], [-1.5714, 2.5214, 0.3719], [-1.6124, 1.6339, 1.5440], [-2.0417, 1.7326, 0.6796]],
  "atomic_forces_ev_per_a": [[0.4, 0.6, 1.6], [-0.2, 0.8, -1.7], [0.2, 0.0, 0.3], [-1.3, 0.2, -0.7], [0.0, -0.3, 0.0], [-0.2, -0.5, -0.4], [0.3, -0.2, 0.3], [-0.3, -0.3, 0.3], [0.2, 0.2, 0.2], [0.1, 0.1, 0.4], [0.5, -0.2, 0.0], [0.4, -0.3, -0.2], [-0.4, 0.1, -0.4], [-0.6, -0.2, 0.2], [1.0, -0.1, 0.2]],
  "lowdin_charge": [-0.206, -0.473, 0.797, 0.128, 0.133, 0.128, 0.081, 0.087, -0.151, 0.111, 0.183, 0.109, 0.063, 0.060, -0.050],
  "lumo_ev": -3.439,
  "e_above_lowest_ev": 0.3673,
  "e_homo_ha": -0.51277,
  "homo_lumo_gap_ev": 10.51,
  "charge": 1,
  "energy_ev": -16602.3174
}